{
  "formula": "C37H35IN2O7P4TeV",
  "method": "ωB97M-V/def2-TZVPD",
  "de_lowest_kcal_mol": 0.0,
  "total_charge": 0,
  "fmax_ev_per_a": 2.15,
  "spin_multiplicity": 2,
  "e_homo_ev": [-6.674, -6.402],
  "lumo_energy_ev": [-0.199, -0.360],
  "species": ["V", "Te", "C", "C", "C", "N", "C", "C", "C", "P", "C", "C", "C", "C", "C", "C", "C", "C", "C", "C", "C", "C", "P", "C", "C", "C", "C", "C", "C", "C", "C", "C", "C", "C", "C", "H", "H", "H", "H", "H", "H", "H", "H", "H", "H", "H", "H", "H", "H", "H", "H", "H", "H", "H", "H", "H", "H", "H", "H", "C", "C", "O", "P", "O", "O", "O", "P", "O", "O", "O", "H", "H", "H", "H", "H", "H", "H", "I", "C", "C", "C", "C", "C", "N", "H", "H", "H", "H"],
  "positions_angstrom": [[0.22625, 0.39187, -1.56844], [-2.34956, 2.01375, 1.46758], [-2.90305, 1.37020, 3.43934], [-1.91546, 1.11440, 4.38191], [-2.28595, 0.64397, 5.63058], [-3.54912, 0.41784, 5.98985], [-4.48891, 0.67331, 5.08677], [-4.22336, 1.14986, 3.81012], [-0.67846, 0.62684, 1.40152], [-1.08317, -0.52085, 0.05740], [-0.45151, -2.19708, 0.45126], [-0.79251, -3.22557, -0.43158], [-0.31328, -4.50719, -0.23412], [0.50917, -4.77934, 0.85441], [0.84687, -3.76477, 1.73561], [0.36917, -2.47447, 1.53240], [-2.85636, -0.94425, 0.16221], [-3.70176, -0.81149, -0.93128], [-5.03953, -1.16660, -0.81983], [-5.52717, -1.65409, 0.38266], [-4.68187, -1.79194, 1.47788], [-3.34679, -1.44484, 1.36791], [0.78978, 1.43097, 0.62892], [2.24023, 0.88544, 1.61248], [3.49875, 1.25951, 1.15003], [4.63154, 0.96120, 1.88736], [4.51807, 0.29143, 3.09783], [3.26623, -0.06729, 3.57365], [2.13087, 0.23591, 2.83434], [0.72723, 3.15962, 1.28316], [0.94426, 3.40171, 2.63797], [0.76628, 4.67066, 3.16736], [0.37600, 5.72218, 2.35121], [0.19594, 5.50115, 0.99563], [0.37665, 4.23219, 0.46794], [-0.87494, 1.27566, 4.13402], [-1.53790, 0.43610, 6.38936], [-5.50931, 0.47714, 5.40207], [-5.03029, 1.33176, 3.11096], [-1.43802, -2.99982, -1.27467], [-0.57631, -5.30106, -0.92283], [0.88648, -5.78162, 1.01593], [1.48040, -3.97789, 2.58804], [0.62975, -1.67394, 2.20754], [-3.30833, -0.41694, -1.86205], [-5.70427, -1.06258, -1.66869], [-6.57030, -1.93157, 0.46928], [-5.06667, -2.17159, 2.41623], [-2.67374, -1.53597, 2.21288], [3.57903, 1.79151, 0.20869], [5.60827, 1.24664, 1.51572], [5.40588, 0.06627, 3.67563], [3.16511, -0.57303, 4.52622], [1.14478, -0.00102, 3.21901], [1.25263, 2.59980, 3.29128], [0.93674, 4.83199, 4.22448], [0.21962, 6.70786, 2.77027], [-0.09375, 6.31865, 0.34705], [0.23536, 4.07982, -0.59559], [3.31285, -1.72229, -4.48045], [3.36264, -0.82512, -3.25738], [4.69275, -0.42651, -2.94174], [2.47850, 0.76170, -3.58606], [1.38936, 0.57377, -4.73687], [3.54963, 1.64868, -4.36479], [1.88146, 1.46213, -2.42509], [2.60326, -1.52576, -1.72192], [2.92487, -3.09515, -1.91528], [3.34218, -0.94459, -0.58589], [1.10253, -1.36004, -1.81765], [3.76740, -1.21914, -5.33756], [2.27853, -1.99020, -4.70189], [3.86980, -2.63573, -4.28270], [4.77074, -0.48220, -1.96888], [1.77831, 0.25626, -5.56560], [4.41025, 1.65416, -3.91271], [3.02078, -3.52015, -1.04716], [-1.43252, 2.54707, -2.31487], [-1.47835, 0.92415, -3.67178], [-2.08907, 0.96196, -4.89938], [-2.05924, -0.20401, -5.65711], [-1.43301, -1.32079, -5.11737], [-0.81644, -1.23924, -3.88557], [-0.80478, -0.10411, -3.15170], [-2.57115, 1.86419, -5.24568], [-2.52213, -0.23859, -6.63333], [-1.41503, -2.25866, -5.65509], [-0.29986, -2.08216, -3.45134]]
}